The following is a quantum chemistry calculation of a cluster of 12 separate species, C39H80F6N2O16 in total at a distorted geometry, from OMol25.

Last column: Mulliken charge in e.
Cartesian coordinates (Å):
C -2.4022 5.3275 2.4813  -0.9535
C -3.8417 5.1507 1.9865  -0.1364
O -4.1161 3.8824 1.4220  -0.2734
C -3.7375 3.7036 0.0845  -1.7413
C -2.3113 3.2288 -0.0823  1.1638
C -1.3522 4.1598 -0.5053  -0.3482
C -0.0118 3.8658 -0.7112  0.5125
C 0.9518 4.9087 -1.2108  -1.3192
C 1.5562 4.5646 -2.5795  -0.3307
C 0.7191 5.1579 -3.6883  -0.4259
F 1.1799 4.6861 -4.9164  -0.3215
C 0.3523 2.5550 -0.4489  0.6511
C -0.5719 1.6072 -0.0423  0.7925
C -1.9033 1.9197 0.1525  -1.0761
N -2.7942 0.8612 0.5627  0.9563
C -3.0180 0.7233 1.9860  0.0625
O -3.7014 1.3826 2.6763  -0.4281
F -2.3157 -0.3238 2.4383  -0.1274
C -3.8934 0.6348 -0.2494  0.4617
O -3.8474 0.5871 -1.4353  -0.5167
F -5.0195 0.3933 0.4271  -0.2817
C 0.1235 0.2991 0.1229  -0.4121
O -0.2821 -0.7212 0.5922  -0.4711
N 1.4677 0.5177 -0.3004  0.8435
C 2.1742 -0.4909 -1.0063  0.6346
F 2.2166 -1.6174 -0.3094  -0.2602
F 3.4102 -0.1179 -1.2700  -0.2615
F 1.5624 -0.7725 -2.1648  -0.3173
C 1.6817 1.9172 -0.5374  -0.3104
O 2.7473 2.4219 -0.7078  -0.5604
H -1.8979 4.3623 2.4804  0.1660
H -1.8258 6.0040 1.8521  0.2891
H -2.3933 5.6981 3.5026  0.3687
H -4.1270 5.9547 1.3005  0.2643
H -4.5108 5.2233 2.8418  0.3057
H -4.4477 3.0124 -0.3676  0.3653
H -3.8346 4.6446 -0.4663  0.5777
H -1.6788 5.1738 -0.6992  0.4610
H 0.3775 5.8292 -1.3269  0.4475
H 1.7267 5.0585 -0.4634  0.4719
H 1.6393 3.4933 -2.7503  0.1976
H 2.5663 4.9653 -2.6458  0.3673
H 0.7911 6.2449 -3.7160  0.3124
H -0.3262 4.8513 -3.6046  0.2133
C -3.5089 -3.1995 -0.5274  -0.3568
C -3.8219 -4.1120 -1.6978  -0.3442
O -5.2193 -4.1840 -1.9628  -0.5570
H -4.0263 -3.5393 0.3711  0.1834
H -2.4359 -3.1698 -0.3273  0.2682
H -3.8515 -2.1827 -0.7350  -0.0665
H -3.4982 -5.1306 -1.4871  0.3257
H -3.3003 -3.7702 -2.5980  0.2418
H -5.5266 -3.2960 -2.1697  0.3061
C -4.4885 -3.1411 3.6653  -0.7984
C -3.6064 -4.3743 3.5781  0.0706
O -4.0909 -5.4145 4.4269  -0.5698
H -4.5316 -2.7780 4.6922  0.3528
H -4.1094 -2.3395 3.0279  -0.0744
H -5.5107 -3.3723 3.3537  0.4142
H -2.5952 -4.1472 3.9011  0.1873
H -3.5593 -4.7362 2.5442  0.1157
H -4.9817 -5.6384 4.1422  0.3107
C 2.7138 0.0418 3.4306  -0.5887
C 1.4367 0.4495 4.1409  -0.3469
O 0.5319 1.1109 3.2593  -0.4026
H 3.1999 0.9168 2.9953  0.1433
H 3.4093 -0.4398 4.1194  0.1976
H 2.4983 -0.6567 2.6178  0.2142
H 1.6470 1.1598 4.9394  0.2965
H 0.9503 -0.4250 4.5845  0.2788
H 0.3183 0.4858 2.5604  0.1063
C 6.1334 0.7657 5.7772  -1.1042
C 5.3681 2.0568 5.5576  -0.0653
O 6.0988 3.1947 6.0140  -0.5180
H 6.3637 0.6387 6.8350  0.2822
H 5.5573 -0.0962 5.4385  0.3137
H 7.0781 0.7796 5.2290  0.3376
H 4.4348 2.0480 6.1189  0.2523
H 5.1257 2.1773 4.4958  0.1933
H 6.9236 3.2313 5.5184  0.3268
C -5.4931 3.1689 6.3398  -0.8191
C -5.0214 4.5842 6.6150  -0.2742
O -5.4029 5.4908 5.5824  -0.4871
H -5.0984 2.8153 5.3867  0.1013
H -5.1677 2.4879 7.1271  0.3310
H -6.5836 3.1294 6.2851  0.3384
H -3.9339 4.6235 6.6543  0.2721
H -5.4062 4.9359 7.5781  0.2777
H -6.3631 5.4922 5.5264  0.2801
C -2.4373 -6.1015 -4.7037  -0.8356
C -2.3575 -7.6137 -4.6321  -0.3051
O -1.0181 -8.0938 -4.7231  -0.5355
H -1.9914 -5.7437 -5.6297  0.2448
H -3.4744 -5.7625 -4.6580  0.2624
H -1.8927 -5.6466 -3.8712  0.3965
H -2.8888 -8.0656 -5.4690  0.1792
H -2.8166 -7.9786 -3.7061  0.2819
H -0.5188 -7.7198 -3.9911  0.3061
C 7.0272 6.6878 5.1148  -0.9023
C 5.9519 6.8350 4.0581  -0.2167
O 5.6736 5.5885 3.4250  -0.4808
H 7.9427 6.2934 4.6720  0.2456
H 7.2563 7.6369 5.6014  0.3357
H 6.6901 5.9823 5.8780  0.2224
H 6.2651 7.5161 3.2680  0.2894
H 5.0348 7.2352 4.5041  0.2493
H 5.3877 4.9759 4.1126  0.2492
C 1.2606 -5.6216 1.5512  -1.0442
C -0.0877 -5.5837 2.2457  -0.1867
O -0.3720 -4.3049 2.8057  -0.3936
H 2.0534 -5.3519 2.2493  0.2749
H 1.4684 -6.6154 1.1526  0.3623
H 1.2890 -4.9098 0.7224  0.2390
H -0.1116 -6.2827 3.0800  0.3685
H -0.8828 -5.8680 1.5469  0.2081
H -0.3738 -3.6608 2.0897  0.1978
C 4.3401 -2.2017 -4.2457  -0.4152
C 3.3219 -3.3185 -4.3821  -0.3348
O 3.3577 -4.2197 -3.2787  -0.5197
H 5.3452 -2.6150 -4.1547  0.3206
H 4.3094 -1.5350 -5.1078  0.1084
H 4.1470 -1.6132 -3.3463  -0.0168
H 3.5246 -3.9207 -5.2662  0.3659
H 2.3135 -2.9018 -4.4814  0.2272
H 3.1640 -3.7191 -2.4801  0.2752
C 6.0807 0.9242 -6.0256  -0.8932
C 5.2127 2.1523 -6.2301  -0.2382
O 5.8070 3.3299 -5.6929  -0.5257
H 6.2801 0.7717 -4.9644  0.2511
H 5.5960 0.0318 -6.4231  0.2096
H 7.0434 1.0430 -6.5284  0.3910
H 4.2599 2.0414 -5.7144  0.2552
H 5.0024 2.2960 -7.2955  0.2610
H 6.6474 3.4689 -6.1393  0.2971
C -4.3875 -6.6863 -8.4920  -0.8990
C -3.6217 -5.3776 -8.5465  -0.2849
O -2.2999 -5.5031 -8.0317  -0.4700
H -4.4340 -7.0548 -7.4667  0.1525
H -5.4049 -6.5616 -8.8648  0.3409
H -3.8935 -7.4490 -9.0984  0.3231
H -4.1084 -4.6244 -7.9285  0.2767
H -3.5875 -4.9993 -9.5739  0.2899
H -1.8308 -6.1544 -8.5622  0.2797

Computed properties:
Kohn-Sham gap	8.7	eV
E_tot	-93783.70739	eV
2S+1	1
F_max	1.4	eV/A
SMILES	CCOCc1cc(CCCF)c2c(c1N(C(=O)F)C(=O)F)C(=O)N(C(F)(F)F)C2=O.CCO.CCO.CCO.CCO.CCO.CCO.CCO.CCO.CCO.CCO.CCO

The following is a quantum chemistry calculation of a structure of composition C39H36AgAsBN7OS, from OMol25.

Last column: Mulliken charge in e.
Cartesian coordinates (Å):
Ag 0.3720 -0.2088 -0.0271  0.5474
C -3.1734 1.8173 -2.2251  -1.4190
C -2.6472 1.1552 -1.1085  -0.5993
N -1.3378 0.9880 -1.2244  0.0133
N -0.9869 1.5426 -2.4007  0.1584
C -2.0718 2.0431 -3.0211  -0.1488
B 0.4618 1.5988 -2.9248  0.4222
N 0.9709 0.1989 -3.3560  -0.1039
C 1.3536 -0.1473 -4.5995  -0.2214
C 1.7555 -1.4662 -4.5804  -1.2860
C 1.5796 -1.8464 -3.2433  -0.3197
N 1.1038 -0.8429 -2.5148  0.1562
N 1.4115 2.2249 -1.8839  0.1973
C 2.1993 3.3019 -2.0624  -0.1524
C 2.9259 3.5058 -0.9090  -0.9409
C 2.5038 2.4764 -0.0569  -0.5333
N 1.5957 1.7152 -0.6501  -0.0569
H -4.1950 2.0974 -2.4145  0.4226
H -3.1621 0.7948 -0.2329  0.7892
H -1.9768 2.5353 -3.9744  0.5026
H 0.4667 2.2911 -3.9107  -0.1915
H 1.3206 0.5719 -5.4007  0.4405
H 2.1290 -2.0574 -5.3982  0.4059
H 1.7905 -2.8005 -2.7847  0.5732
H 2.1851 3.8414 -2.9943  0.4357
H 3.6464 4.2803 -0.7127  0.3891
H 2.8115 2.2575 0.9532  0.4167
N 1.3904 -1.8054 1.2804  -0.5698
S 0.6049 -3.0151 1.9315  0.3567
C 1.8017 -3.9858 2.8504  0.4224
C 1.7060 -3.9883 4.2320  -0.2369
C 2.6498 -4.6798 4.9828  -0.6729
C 3.6790 -5.3546 4.3471  -0.3889
C 3.7716 -5.3447 2.9588  -0.7755
C 2.8318 -4.6622 2.2067  -0.2283
C 0.2263 -4.2583 0.6785  0.3170
C 0.2536 -3.8681 -0.6475  -0.3618
C -0.0890 -4.7840 -1.6347  0.1654
C -0.4616 -6.0732 -1.2854  -0.8394
C -0.4977 -6.4508 0.0518  -0.6394
C -0.1569 -5.5425 1.0409  -0.7084
H 2.2585 -2.1223 0.8516  0.1886
H 0.9021 -3.4479 4.7166  0.4043
H 2.5797 -4.6868 6.0625  0.3889
H 4.4139 -5.8927 4.9314  0.3875
H 4.5762 -5.8736 2.4649  0.3959
H 2.8900 -4.6634 1.1245  0.3221
H 0.5244 -2.8474 -0.8891  0.2374
H -0.0787 -4.4779 -2.6738  0.4541
H -0.7341 -6.7856 -2.0538  0.4166
H -0.7955 -7.4548 0.3255  0.3946
H -0.1819 -5.8360 2.0842  0.5220
O -1.6535 -1.8015 0.6926  -0.0229
As -3.0935 -2.3436 0.1081  1.0796
C -3.2769 -2.0470 -1.7722  0.3752
C -2.1098 -1.7911 -2.4776  0.4175
C -2.1707 -1.5417 -3.8414  -0.6105
C -3.3987 -1.5494 -4.4869  -0.7265
C -4.5669 -1.8027 -3.7768  -0.8881
C -4.5106 -2.0517 -2.4135  -0.3785
C -3.4400 -4.2168 0.4088  0.2483
C -3.7342 -5.0870 -0.6312  -0.2052
C -4.0190 -6.4195 -0.3563  -0.7104
C -3.9971 -6.8786 0.9512  -0.4878
C -3.6889 -6.0097 1.9923  -0.7045
C -3.4133 -4.6796 1.7223  -0.6456
C -4.5223 -1.4979 1.0843  0.4655
C -5.8287 -1.9733 1.0500  -0.5568
C -6.8126 -1.3367 1.7912  -0.7275
C -6.4876 -0.2350 2.5724  -0.4536
C -5.1795 0.2255 2.6222  -0.7465
C -4.1921 -0.4074 1.8797  -0.3393
H -1.1610 -1.7467 -1.9616  0.3172
H -1.2565 -1.3341 -4.3850  0.2757
H -3.4505 -1.3482 -5.5495  0.4112
H -5.5232 -1.7973 -4.2838  0.4063
H -5.4254 -2.2316 -1.8607  0.3638
H -3.7443 -4.7281 -1.6538  0.4142
H -4.2547 -7.0970 -1.1671  0.4260
H -4.2200 -7.9167 1.1627  0.4044
H -3.6701 -6.3695 3.0131  0.4408
H -3.1796 -3.9958 2.5314  0.4339
H -6.0790 -2.8513 0.4646  0.3118
H -7.8308 -1.7029 1.7654  0.4064
H -7.2568 0.2602 3.1508  0.3794
H -4.9268 1.0776 3.2396  0.4165
H -3.1605 -0.0756 1.9172  0.3609

Computed properties:
Kohn-Sham gap	8.2	eV
E_tot	-129855.40127	eV
2S+1	1
F_max	0.1	eV/A

The following is a quantum chemistry calculation of a structure of composition C32H33BrN2O2S at a distorted geometry, from OMol25.

Last column: Mulliken charge in e.
Cartesian coordinates (Å):
Br 0.1993 -3.7033 0.5511  -0.1424
C -0.4337 -2.2392 1.4662  -0.7660
S 0.6578 -1.4244 2.4887  1.5303
C 2.0689 -0.7596 1.5981  0.2839
C 3.1790 -1.5439 1.2763  -0.3876
C 4.3064 -0.9487 0.6985  -0.6197
C 4.3072 0.4153 0.3795  -0.3766
C 3.1627 1.1793 0.6383  -0.5900
C 2.0411 0.5883 1.2196  -0.3782
O -0.0191 -0.1943 2.8917  -0.7229
O 1.1739 -2.3149 3.5059  -0.6991
H -1.2155 -1.6196 1.0330  0.5531
H 3.1553 -2.6148 1.4802  0.3639
H 5.1905 -1.5554 0.5035  0.3479
H 5.1862 0.8816 -0.0683  0.3598
H 3.1317 2.2446 0.4073  0.3525
H 1.1494 1.1893 1.3984  0.3566
C -1.4765 -4.7383 11.0471  -1.2094
N -1.7335 -5.5453 9.8748  0.1864
C -1.4393 -6.9542 10.0025  -1.1686
C -2.1198 -4.9927 8.6912  1.4544
C -2.3716 -5.7912 7.5361  -0.8633
C -2.5904 -5.1994 6.3016  -0.7713
C -2.6752 -3.7916 6.1700  -0.1122
C -2.8240 -3.1706 4.8766  0.1186
C -2.3976 -3.8327 3.6990  -0.9229
C -2.7373 -3.4028 2.4325  -0.0582
C -2.8755 -4.2506 1.2731  0.4339
C -3.4031 -3.6952 0.0828  -0.2542
C -3.6114 -4.4873 -1.0338  -0.6968
C -3.2649 -5.8458 -1.0072  -0.4072
C -2.7201 -6.4032 0.1540  -0.7636
C -2.5275 -5.6287 1.2939  -0.0997
C -3.4117 -1.8287 4.8105  -0.3911
C -2.7513 -0.8093 4.1079  -0.2146
C -3.2255 0.4894 4.0549  -1.4554
C -4.4312 0.8375 4.7192  1.7898
N -4.8873 2.1270 4.7163  0.1337
C -6.1949 2.4912 5.2269  -1.1877
C -4.1184 3.2251 4.1657  -1.1384
C -5.1340 -0.1997 5.4051  -0.8419
C -4.6086 -1.4790 5.4874  -0.6993
C -2.5482 -3.0087 7.3468  -0.7625
C -2.2403 -3.5820 8.5658  -0.8320
H -2.2326 -3.9528 11.1477  0.3751
H -1.5150 -5.3937 11.9203  0.4423
H -0.4837 -4.2630 11.0236  0.3234
H -1.0411 -7.3618 9.0661  0.3973
H -0.6969 -7.0820 10.7962  0.4312
H -2.3299 -7.5353 10.2855  0.2916
H -2.3865 -6.8786 7.6257  0.3774
H -2.7666 -5.8278 5.4284  0.5622
H -1.7933 -4.7422 3.8137  0.7955
H -3.0402 -2.3641 2.3000  0.5571
H -3.6678 -2.6313 0.0824  0.3385
H -4.0525 -4.0463 -1.9253  0.3763
H -3.4095 -6.4597 -1.8919  0.3802
H -2.4445 -7.4572 0.1767  0.3861
H -2.1301 -6.0725 2.2086  0.3054
H -1.7947 -1.0312 3.6404  0.9220
H -2.6510 1.2391 3.5062  0.3304
H -6.9013 1.6607 5.1075  0.3900
H -6.1657 2.7855 6.2897  0.2915
H -6.5607 3.3562 4.6595  0.4245
H -3.0454 3.0161 4.1969  0.3680
H -4.4101 3.4415 3.1271  0.3119
H -4.3109 4.1287 4.7549  0.4142
H -6.0771 0.0222 5.9093  0.2642
H -5.1328 -2.2406 6.0692  0.5046
H -2.6569 -1.9266 7.2835  0.4440
H -2.0618 -2.9341 9.4216  0.2629

Computed properties:
Kohn-Sham gap	5.0	eV
E_tot	-121668.49958	eV
2S+1	1
F_max	1.8	eV/A